Record 1
12
Properties=species:S:1:pos:R:3 method="wB97M-V/def2-TZVPD" e_above_lowest_kcal_mol=19.3 lumo_ev=-5.07 max_force_ev_per_a=4.00 total_charge=+1 homo_ev=-13.316 orbital_gap_ev=8.24 energy_ev=-26360.4975 spin_multiplicity=1
H 0.81727 -2.17434 -0.84801
C -1.07261 1.20384 0.31959
C 1.76347 -0.37153 -0.83982
H 0.62006 2.03078 1.42440
S -1.72314 0.49322 -1.11794
C 0.21616 1.45410 0.48976
H 2.42011 -0.76067 -1.75272
H -1.87076 1.40403 1.11261
S 1.57589 1.30791 -0.61653
N 0.98731 -1.31209 -0.32435
H -2.95316 0.30173 -0.61795
H 0.53326 -1.39929 0.55447

Record 2
10
Properties=species:S:1:pos:R:3 method="wB97M-V/def2-TZVPD" e_above_lowest_kcal_mol=0.9 lumo_ev=0.98 max_force_ev_per_a=0.39 homo_ev=-9.682 smiles="CC(C)=O" orbital_gap_ev=10.66 energy_ev=-5255.6554 spin_multiplicity=1
C -1.29435 -0.02890 0.21791
H 0.85694 -1.08140 -0.99788
C 1.21743 -0.25179 -0.38477
H -1.38624 -0.82008 0.97225
H -1.50918 -0.48296 -0.75421
H 1.81954 0.42578 -0.99521
H 1.87103 -0.64777 0.39891
H -2.02074 0.75400 0.44244
O 0.34140 1.58992 0.83158
C 0.10417 0.54320 0.26899

Record 3
10
Properties=species:S:1:pos:R:3 method="wB97M-V/def2-TZVPD" e_above_lowest_kcal_mol=69.4 lumo_ev=1.07 max_force_ev_per_a=9.78 homo_ev=-8.361 smiles="C=COC" orbital_gap_ev=9.43 energy_ev=-5252.6860 spin_multiplicity=1
H 0.46480 -0.89475 -1.02383
H -2.17527 1.14849 -0.20982
H 2.36238 0.70783 0.72374
H -1.40502 -0.44836 -0.78866
H 2.49269 -0.76646 -0.35048
C -1.56769 0.31948 0.06506
H -2.21272 -0.15472 0.93882
C 1.85103 -0.12123 0.13739
O -0.31246 0.40748 0.62718
C 0.50227 -0.19775 -0.11939

Record 4
10
Properties=species:S:1:pos:R:3 method="wB97M-V/def2-TZVPD" e_above_lowest_kcal_mol=119.8 lumo_ev=-1.51 max_force_ev_per_a=4.70 homo_ev=-9.145 orbital_gap_ev=7.63 energy_ev=-5250.5006 spin_multiplicity=1
H -0.87809 0.98242 -0.95313
H -2.04764 -0.13338 -0.53723
H 1.02500 -1.77904 -0.71194
H 1.24257 0.36127 -0.99437
H -1.62327 0.94561 0.69860
C -0.05908 -0.34001 0.53340
C -1.20034 0.35302 -0.12064
H -0.00998 -0.89324 1.43072
C 1.25941 0.02411 0.04931
O 2.29144 0.47923 0.60527

Record 5
10
Properties=species:S:1:pos:R:3 method="wB97M-V/def2-TZVPD" e_above_lowest_kcal_mol=77.3 lumo_ev=0.95 max_force_ev_per_a=7.03 homo_ev=-9.623 smiles=OC1CC1 orbital_gap_ev=10.57 energy_ev=-5252.3409 spin_multiplicity=1
H 1.64209 -1.11614 0.20261
C -0.22836 -0.16058 0.50498
C 0.64880 -0.74034 -0.33478
H 0.17078 -1.07601 -1.23433
H -2.10460 -0.58343 0.19511
H 1.17803 1.61296 0.50596
H 0.00722 1.42677 -0.93137
O -1.46940 0.12384 -0.25850
C 0.54155 0.84981 -0.14668
H -0.38610 -0.33688 1.49699

Record 6
10
Properties=species:S:1:pos:R:3 method="wB97M-V/def2-TZVPD" e_above_lowest_kcal_mol=116.1 lumo_ev=0.58 max_force_ev_per_a=0.46 homo_ev=-8.000 orbital_gap_ev=8.58 energy_ev=-5250.6583 spin_multiplicity=1
H 1.20993 1.06408 1.38454
O -0.80677 -0.34915 0.31993
H -0.43459 -0.57294 1.18844
H 0.49785 -1.80443 -0.57621
C 0.76665 1.44115 0.46554
C -0.22361 0.82081 -0.15323
H 1.17879 2.34934 0.04313
H -0.68035 1.09531 -1.09397
C -0.52558 -1.55594 -0.93105
H -1.16826 -2.32014 -0.45291

Record 7
10
Properties=species:S:1:pos:R:3 method="wB97M-V/def2-TZVPD" e_above_lowest_kcal_mol=99.5 lumo_ev=1.02 max_force_ev_per_a=1.36 homo_ev=-8.577 orbital_gap_ev=9.59 energy_ev=-5251.3786 spin_multiplicity=1
H 0.47925 -1.09430 -1.63224
H 1.06181 0.98156 -0.25116
H -0.63725 -1.63604 -0.34561
H -0.93525 0.76388 -0.34939
H 1.10821 -1.64743 -0.06539
O -0.02994 0.23834 1.39786
H -0.62955 2.12588 0.91169
C 0.30921 0.27177 0.07829
C -1.02144 1.09622 0.81100
C 0.29495 -1.09987 -0.55507

Record 8
22
Properties=species:S:1:pos:R:3 method="wB97M-V/def2-TZVPD" e_above_lowest_kcal_mol=2.0 lumo_ev=7.01 max_force_ev_per_a=4.57 total_charge=-3 homo_ev=2.419 orbital_gap_ev=4.59 energy_ev=-28823.5262 spin_multiplicity=1
C -5.61900 -3.13100 -1.31300
H -9.23500 -1.66100 -2.62800
O -6.72400 1.74000 -3.33800
O -8.69900 0.63100 -0.48500
C -6.61800 0.77000 -2.55800
O -9.16200 -1.68500 -1.66900
O -6.05000 0.78400 -1.42800
H -9.57700 0.68000 -0.79800
O -7.11600 -0.42300 -2.87600
O -6.26600 -2.00600 2.65100
C -6.79400 -1.24300 1.72300
H -8.49800 1.54900 -0.62400
O -6.99400 -3.16000 -1.15700
O -4.93800 -4.25700 -1.20900
H -8.94400 -4.24800 0.70200
H -8.14500 -3.77500 -0.52700
O -7.86400 -1.72300 1.08200
Y -7.09700 -1.10600 -0.86700
O -8.99000 -4.23600 -0.25200
O -5.15700 -1.95000 -1.30300
O -6.24700 -0.29200 1.09500
H -10.07500 -1.63600 -1.34900